The following is a DFT calculation (ωB97M-V/def2-TZVPD) of a cluster of 4 separate species, H8O4 in total.

Values from the calculation:
DFT total energy = -8319.24704 eV
⟨S²⟩ = 0.75
Multiplicity = 2
Charge = -1
E_HOMO (alpha / beta) = 0.62 / -7.49 eV

Last column: Löwdin charge in e.
CARTESIAN COORDINATES (ANGSTROEM)
O -1.47093 -1.14957 -0.99480  -0.351
H -2.41800 -1.03089 -1.06688  -0.059
H -1.12733 -0.85552 -1.83843  -0.065
O 0.02375 -1.33722 1.47045  -0.177
H -0.74198 -1.29821 0.89740  -0.045
H 0.00282 -2.22030 1.83916  0.003
O 1.01367 2.76306 0.55936  -0.135
H 0.99437 2.37197 1.43280  0.010
H 1.12992 2.02062 -0.03351  -0.061
O 0.94801 0.61806 -0.83684  -0.138
H 1.52869 -0.14012 -0.90169  0.030
H 0.11697 0.25808 -0.52697  -0.012

=====

The following is a DFT calculation (ωB97M-V/def2-TZVPD) of an isolated molecule of C6H8N2O.

Values from the calculation:
DFT total energy = -11373.46413 eV
Multiplicity = 1
E_HOMO (alpha / beta) = -7.31 / -7.95 eV

Last column: Löwdin charge in e.
CARTESIAN COORDINATES (ANGSTROEM)
C 1.97122 1.00811 0.11569  -0.146
C 2.07596 -0.32969 0.54321  -0.082
C 0.85714 1.47213 -0.42023  -0.024
C 0.96188 -1.20868 0.27270  -0.047
C -0.43167 0.70745 -0.44828  -0.329
C -1.34123 -1.38213 -0.33542  0.025
N -0.16412 -0.67569 -0.23766  -0.136
N -2.56572 0.50214 0.36613  0.065
O -1.34725 1.12642 0.57487  -0.151
H 2.86650 1.63295 0.01381  0.114
H 3.09489 -0.68918 0.93162  0.114
H 0.83008 2.48447 -0.85487  0.115
H 0.91387 -2.31839 0.50053  0.141
H -1.01794 0.70670 -1.31638  0.120
H -1.74542 -2.06499 0.39698  0.074
H -1.86388 -1.42968 -1.32946  0.100
H -3.09431 0.45807 1.22678  0.044